No. 1
{"formula": "C4H6N2O", "method": "wB97M-V/def2-TZVPD", "homo_lumo_gap_ev": 10.2, "homo_energy_ev": -9.997, "e_tot_ev": -9272.86212, "lumo_energy_ev": 0.2, "species": ["C", "C", "C", "C", "O", "H", "H", "H", "H", "H", "H", "N", "N"], "xyz": [[-1.11, -0.69, -0.25], [-0.23, 0.27, -0.49], [0.22, 1.28, 0.52], [0.38, 0.36, -1.83], [0.14, -0.37, -2.76], [-1.59, -0.80, 0.71], [-1.38, -1.38, -1.03], [-0.22, 1.07, 1.49], [-0.07, 2.28, 0.21], [1.30, 1.26, 0.62], [1.10, 1.20, -1.94], [0.31, -2.60, 2.38], [1.14, -1.87, 2.38]]}


No. 2
{"formula": "C4H6N2O", "method": "wB97M-V/def2-TZVPD", "homo_lumo_gap_ev": 9.8, "homo_energy_ev": -9.160, "e_tot_ev": -9270.35816, "lumo_energy_ev": 0.7, "species": ["C", "C", "C", "O", "H", "H", "H", "H", "N", "C", "N", "H", "H"], "xyz": [[-2.27, 0.22, 0.24], [-0.95, -0.64, 0.08], [-0.24, 0.44, -0.03], [0.13, 1.56, -0.02], [-2.57, 0.80, -0.66], [-2.96, -0.58, 0.44], [-2.28, 0.93, 1.08], [-0.88, -1.58, -0.49], [1.69, -1.85, -0.83], [2.20, -0.87, -0.46], [2.75, 0.29, -0.07], [2.08, 1.05, -0.07], [3.28, 0.23, 0.79]]}


No. 3
{"formula": "C4H6N2O", "method": "wB97M-V/def2-TZVPD", "homo_lumo_gap_ev": [8.6, 8.6], "homo_energy_ev": [-7.997, -7.999], "e_tot_ev": -9267.71475, "lumo_energy_ev": [0.6, 0.6], "species": ["C", "C", "N", "O", "C", "C", "N", "H", "H", "H", "H", "H", "H"], "xyz": [[1.09, 1.00, 1.23], [0.63, 0.00, 0.21], [1.31, 0.00, -0.99], [0.83, -0.62, -1.95], [-0.28, -1.09, 0.60], [-1.05, -0.65, -0.32], [-1.84, -0.31, -1.31], [1.78, 1.72, 0.77], [0.25, 1.55, 1.67], [1.62, 0.50, 2.06], [-0.25, -1.84, 1.38], [-2.76, 0.08, -1.16], [-1.40, -0.21, -2.22]]}